ORCA calculation (ωB97M-V/def2-TZVPD) on a molecular structure, C26H18BrCl5NO9PS2W at a distorted geometry.

Last column: Mulliken charge in e.
CARTESIAN COORDINATES (ANGSTROEM)
1 W 0.5359 0.1403 -0.5170  1.0331
2 Br 0.3457 -3.1857 -2.4698  -0.0120
3 Cl 2.1832 -3.3340 1.6871  -0.1139
4 Cl -2.4866 -5.3892 3.4947  -0.1276
5 Cl -2.3514 -1.3193 -0.0854  -0.0287
6 Cl 0.6267 -5.4526 3.4250  -0.1405
7 Cl -4.0442 -3.3226 1.7380  -0.1091
8 S -1.4738 0.8815 -2.2560  1.3285
9 S 1.3771 2.5341 -1.7574  1.4504
10 P 0.0253 0.7654 1.9489  1.0863
11 O -0.4641 -0.2530 -2.3053  -0.4090
12 O 4.4128 0.9774 -0.1433  -0.4907
13 O -2.7878 0.5055 -2.6038  -0.5587
14 O 2.2626 0.4356 0.2661  -0.3386
15 O 2.5340 3.3317 -1.8643  -0.6229
16 O 1.5231 1.0758 -2.1373  -0.4390
17 O 0.4276 -1.5146 0.2533  0.8419
18 O 0.8023 2.3592 -0.3938  -0.4374
19 O -1.2349 1.2512 -0.8079  -0.1060
20 N 2.1534 -1.2827 -1.5562  0.3783
21 C 1.3436 0.0176 2.9520  -1.6568
22 C -2.3417 -3.3589 1.7445  -0.0351
23 C -1.5124 3.7354 -5.0368  -0.7085
24 C 1.9990 -2.2924 -2.4139  0.0578
25 C -0.2320 -4.2994 2.5113  0.2742
26 C 4.2952 -2.1944 -3.0524  -0.5890
27 C -3.9005 0.5631 2.9294  -0.7659
28 C -0.2373 -2.4375 1.0005  -1.9599
29 C 0.1711 2.5234 2.3711  -1.2548
30 C -0.3864 4.4907 -4.7670  -0.6654
31 C 3.3829 -0.7606 -1.4120  0.8860
32 C 0.1580 3.0558 -2.9261  0.0655
33 C -1.8205 2.6268 -4.2534  -0.6579
34 C 0.4541 4.1542 -3.7075  -0.5878
35 C 0.4685 -3.3708 1.7448  0.2298
36 C 3.0443 -2.7637 -3.1961  -0.6771
37 C -1.5356 -0.5880 3.8490  -0.2141
38 C -1.6328 -4.2800 2.5261  0.3161
39 C -2.7336 -0.8373 4.5018  -0.8209
40 C -0.9774 2.2769 -3.2131  -0.1361
41 C -1.6300 -2.4587 0.9742  1.3450
42 C -3.9105 -0.2568 4.0517  -0.5971
43 C 4.4781 -1.1796 -2.1225  -0.7965
44 C -1.5182 0.2585 2.7420  0.7867
45 C 3.4570 0.3221 -0.3795  0.1770
46 C -2.7096 0.8225 2.2760  -0.7028
47 H -4.8218 0.9983 2.5668  0.4668
48 H -4.8384 -0.4336 4.5786  0.4472
49 H -0.6307 -1.0519 4.2176  0.3731
50 H -0.6933 3.0805 2.0123  0.4440
51 H 5.4374 -0.7127 -1.9477  0.5947
52 H 2.8682 -3.5703 -3.8925  0.5092
53 H 2.3112 0.3680 2.6036  0.3684
54 H 5.1259 -2.5519 -3.6459  0.4813
55 H 1.3459 4.7277 -3.4934  0.5917
56 H -2.7120 2.0421 -4.4337  0.5935
57 H -0.1423 5.3449 -5.3835  0.4531
58 H 1.3205 -1.0685 2.9088  0.3501
59 H 0.2047 2.5770 3.4589  0.5197
60 H 1.2016 0.3415 3.9822  0.6273
61 H -2.7405 -1.4828 5.3699  0.4804
62 H -2.6985 1.4723 1.4085  0.3226
63 H -2.1549 3.9956 -5.8664  0.4445
64 H 1.0772 2.9507 1.9460  0.4358

Computed properties:
Total charge = +2
Kohn-Sham gap = 6.24 eV
Multiplicity = 1
M = 1024.5 g/mol
F_max = 0.042 hartree/bohr